{
  "formula": "BF4H24O12",
  "method": "ωB97M-V/def2-TZVPD",
  "species": ["B", "F", "F", "F", "F", "O", "H", "H", "O", "H", "H", "O", "H", "H", "O", "H", "H", "O", "H", "H", "O", "H", "H", "O", "H", "H", "O", "H", "H", "O", "H", "H", "O", "H", "H", "O", "H", "H", "O", "H", "H"],
  "positions_angstrom": [[-0.147, 0.112, -0.537], [-1.573, 0.259, -0.418], [0.227, -0.132, -1.863], [0.343, 1.403, -0.190], [0.328, -0.857, 0.334], [0.839, -0.281, -4.932], [0.569, -1.186, -5.117], [0.579, -0.136, -4.013], [-1.833, 1.293, 3.316], [-1.168, 1.947, 3.557], [-2.154, 1.572, 2.436], [2.165, 2.652, -1.700], [1.590, 2.042, -1.187], [1.693, 2.786, -2.530], [-1.970, -3.045, 1.624], [-1.395, -2.372, 2.033], [-2.623, -3.244, 2.300], [-3.057, -1.285, -2.267], [-2.419, -1.105, -2.967], [-2.751, -0.722, -1.527], [3.133, -0.052, -0.859], [2.283, -0.051, -1.325], [3.448, 0.857, -0.925], [3.001, -0.947, 1.918], [2.061, -0.747, 1.975], [3.231, -0.745, 0.993], [1.446, -3.500, 0.582], [1.117, -2.735, 0.082], [1.308, -3.251, 1.502], [-1.411, -3.341, -1.114], [-1.459, -3.350, -0.137], [-1.810, -2.496, -1.358], [-0.435, -1.236, 3.226], [-0.814, -0.329, 3.207], [0.012, -1.290, 4.076], [-1.832, 3.403, 1.073], [-1.176, 3.861, 0.514], [-2.031, 2.586, 0.595], [0.504, 4.616, -0.153], [1.106, 4.237, -0.823], [1.075, 4.809, 0.597]],
  "nbo_charge": [1.35, -0.59, -0.58, -0.58, -0.56, -0.96, 0.47, 0.49, -0.96, 0.48, 0.50, -0.99, 0.51, 0.47, -0.98, 0.51, 0.47, -0.96, 0.47, 0.50, -0.96, 0.49, 0.48, -0.99, 0.48, 0.50, -0.96, 0.49, 0.46, -0.99, 0.49, 0.47, -0.99, 0.51, 0.47, -0.99, 0.51, 0.48, -0.97, 0.50, 0.47],
  "largest_force_ev_per_a": 1.33,
  "orbital_gap_ev": 9.5,
  "e_above_lowest_kcal_mol": 5.1,
  "total_charge": -1
}